ORCA calculation (wB97M-V/def2-TZVPD) on 2 unconnected molecules or ions with the total composition C19H27Br2F7N4O7S2 at a distorted geometry.

## Properties
Max |F| in eV/Å: 2.83
E_HOMO in eV: -7.0925
E_LUMO in eV: -1.12
Molecular weight in u: 780.4

Geometry as ORCA input:
```
! wB97M-V def2-TZVPD RIJCOSX def2/J DEFGRID3
* xyz 0 1
C 0.467 4.034 1.906
C -0.291 2.816 2.336
Br -0.923 2.911 4.144
C -0.503 1.742 1.572
Br -1.446 0.241 2.379
N -0.013 1.704 0.235
C -0.913 2.193 -0.875
C -0.269 3.509 -1.445
C 1.231 3.449 -1.704
C 1.833 4.796 -2.165
O 2.534 5.485 -1.138
C -2.311 2.676 -0.420
C -3.335 1.560 -0.142
S -4.399 1.946 1.300
C -5.952 1.261 0.860
N -6.318 0.600 -0.171
N -7.670 0.362 0.032
C -8.006 0.873 1.133
O -6.936 1.473 1.747
C -1.123 1.232 -2.102
O -0.723 1.651 -3.214
O -1.629 0.106 -1.930
S 0.914 0.380 -0.082
O 0.260 -0.882 0.044
O 1.699 0.451 -1.270
C 2.167 0.327 1.295
F 2.509 1.539 1.773
F 1.687 -0.345 2.351
C 3.430 -0.453 0.818
F 3.957 -1.008 1.941
F 3.065 -1.485 0.050
C 4.588 0.397 0.200
F 5.511 0.708 1.095
F 5.179 -0.381 -0.729
F 4.181 1.495 -0.412
H 1.253 4.215 2.652
H 0.985 3.901 0.960
H -0.178 4.915 1.914
H -0.841 3.891 -2.286
H -0.420 4.251 -0.638
H 1.817 3.102 -0.843
H 1.401 2.722 -2.504
H 1.036 5.405 -2.600
H 2.553 4.577 -2.966
H 2.887 4.852 -0.509
H -2.248 3.437 0.365
H -2.682 3.216 -1.296
H -2.909 0.566 -0.026
H -4.008 1.482 -0.998
H -8.990 0.870 1.568
C 0.888 -4.511 -1.458
C 1.922 -5.327 -0.693
C 1.374 -6.634 -0.121
O 0.589 -6.361 1.025
C -0.829 -6.388 0.818
N 2.387 -4.510 0.477
H 0.109 -4.116 -0.804
H 1.355 -3.658 -1.952
H 0.415 -5.120 -2.225
H 2.788 -5.514 -1.327
H 2.212 -7.249 0.222
H 0.838 -7.210 -0.875
H -1.112 -7.090 0.033
H -1.194 -5.390 0.572
H -1.294 -6.699 1.751
H 2.547 -3.529 0.246
H 3.235 -4.890 0.901
H 1.660 -4.568 1.204
*
```

Let us look at the natural (NBO) charges, expressed in e, one per atom: -0.680 -0.052 0.085 0.029 0.073 -0.734 0.036 -0.382 -0.446 -0.052 -0.729 -0.423 -0.536 0.249 0.319 -0.339 -0.284 0.267 -0.432 0.714 -0.733 -0.743 2.294 -0.913 -0.904 0.400 -0.311 -0.300 0.553 -0.310 -0.313 0.929 -0.289 -0.314 -0.283 0.234 0.248 0.244 0.247 0.172 0.173 0.258 0.176 0.157 0.460 0.212 0.247 0.270 0.261 0.205 -0.645 -0.069 -0.082 -0.565 -0.254 -0.682 0.239 0.249 0.244 0.223 0.192 0.210 0.183 0.187 0.208 0.461 0.431 0.459

---

ORCA calculation (wB97M-V/def2-TZVPD) on a molecular structure, C19H27Br36FNbO4S2 at a distorted geometry.

## Properties
Max |F| in eV/Å: 2.68
E_HOMO in eV: -5.1325
E_LUMO in eV: 1.00
Molecular weight in u: 3372.0

Geometry as ORCA input:
```
! wB97M-V def2-TZVPD RIJCOSX def2/J DEFGRID3
* xyz -1 1
C 0.344 2.234 0.412
C -0.930 1.706 -0.204
C -1.017 2.139 -1.657
O 0.002 1.516 -2.451
C -0.471 0.540 -3.291
O -1.136 0.848 -4.263
C -0.196 -0.898 -3.020
S 1.536 -1.473 -2.880
Nb 3.213 0.127 -3.678
F 4.569 1.384 -4.171
O -1.002 0.279 -0.259
C -0.629 -0.456 0.822
O -1.390 -0.681 1.747
C 0.775 -0.986 0.762
S 0.727 -2.765 1.071
H 0.259 3.321 0.398
H 0.479 1.967 1.453
H 1.206 1.983 -0.205
H -1.798 2.156 0.286
H -1.985 1.911 -2.100
H -0.863 3.216 -1.700
H -0.662 -1.436 -3.839
H -0.680 -1.223 -2.107
H 1.975 0.756 -4.889
H 2.755 1.291 -2.338
H 4.285 -0.822 -2.557
H 3.940 -1.058 -4.884
H 1.240 -0.830 -0.207
H 1.358 -0.483 1.531
H 1.259 -3.226 -0.059
C 1.602 2.636 5.083
Br 2.618 1.836 6.499
Br 2.556 4.032 4.177
Br 0.945 1.282 3.879
H 0.732 3.088 5.536
C -3.739 -0.428 3.182
Br -3.308 0.938 4.454
Br -3.631 -2.176 3.977
Br -5.465 -0.129 2.389
H -2.999 -0.378 2.394
C -1.406 2.200 -7.203
Br -0.249 3.510 -8.006
Br -3.220 2.372 -7.843
Br -0.738 0.429 -7.416
H -1.427 2.396 -6.139
C 5.959 1.725 0.375
Br 4.794 1.063 -1.063
Br 4.906 2.198 1.919
Br 7.363 0.479 0.828
H 6.444 2.628 0.031
C -4.926 0.144 -3.271
Br -4.669 -1.428 -4.349
Br -3.743 0.152 -1.763
Br -4.732 1.742 -4.319
H -5.941 0.116 -2.900
C 10.264 -2.226 -1.338
Br 11.110 -1.939 0.369
Br 8.626 -3.210 -1.156
Br 9.988 -0.575 -2.271
H 10.938 -2.826 -1.931
C -1.792 -7.302 2.874
Br -0.780 -8.138 4.283
Br -0.941 -5.732 2.193
Br -2.221 -8.565 1.486
H -2.726 -6.975 3.307
C -3.851 -3.809 -0.502
Br -4.203 -5.620 0.055
Br -2.166 -3.666 -1.408
Br -5.292 -3.110 -1.569
H -3.789 -3.204 0.391
C -1.175 1.616 8.550
Br -0.828 0.281 7.219
Br -0.282 1.220 10.205
Br -0.749 3.386 7.920
H -2.236 1.602 8.749
C -7.821 1.738 -7.720
Br -6.886 0.396 -6.723
Br -9.729 1.592 -7.508
Br -7.196 3.503 -7.277
H -7.604 1.576 -8.765
C 6.017 6.416 1.146
Br 5.195 6.283 -0.584
Br 4.835 5.807 2.530
Br 7.693 5.475 1.206
H 6.224 7.459 1.330
C -2.797 -4.589 7.305
Br -2.564 -2.857 8.099
Br -2.084 -5.987 8.414
Br -4.634 -4.918 6.840
H -2.232 -4.595 6.384
*
```

Let us look at the Löwdin charges, expressed in e, one per atom: -0.024 -0.324 -0.148 -0.054 -0.568 0.018 -0.519 0.333 0.961 -0.620 -0.057 -0.516 0.040 -0.438 0.709 0.098 -0.014 0.090 0.156 0.040 0.139 0.072 0.000 -0.105 -0.180 -0.182 -0.153 0.043 0.056 -0.140 -1.622 0.575 0.550 0.649 -0.096 -1.639 0.562 0.565 0.569 -0.088 -1.648 0.566 0.519 0.604 -0.049 -1.589 0.527 0.500 0.530 -0.060 -1.577 0.544 0.705 0.563 -0.022 -1.662 0.545 0.576 0.569 -0.036 -1.659 0.563 0.564 0.554 -0.035 -1.598 0.556 0.625 0.545 -0.035 -1.615 0.534 0.581 0.603 -0.027 -1.641 0.547 0.563 0.559 -0.030 -1.636 0.592 0.512 0.583 -0.034 -1.658 0.553 0.569 0.557 -0.036